Formula: C51H92N4O27
Source: OMol25
Level of theory: ωB97M-V/def2-TZVPD

```
174
Properties=species:S:1:pos:R:3:mulliken_charge:R:1
C 3.7747 -7.2041 -7.6085 0.693
H 0.9821 6.1020 6.1382 0.312
H -0.3332 5.8617 10.6201 0.293
H -7.7112 -9.6299 0.4705 0.465
O -7.9669 3.2812 -4.3775 -0.330
H 10.2162 11.9281 2.3762 0.382
C 5.0176 7.6104 -4.6476 -0.410
O -8.7671 -5.7840 -13.6598 -0.269
H -7.9696 -6.0198 -8.9958 0.326
C -5.0611 -0.5272 7.4596 -0.441
O -5.0572 1.6136 6.5101 -0.576
H 11.0517 14.3818 6.0531 0.251
H -10.0607 -5.4584 -15.2357 0.281
H -0.1501 7.2789 8.4183 0.482
H 2.0351 3.1276 10.9951 0.373
H -8.8932 -7.5892 -14.6575 0.414
C -7.1509 2.9511 -5.4948 -0.325
O 2.5063 -4.1118 7.8382 -0.343
H 0.1929 4.5395 6.1790 0.221
H -7.1113 -4.5429 -8.7840 0.245
H -6.1903 0.3157 4.3364 0.410
C 1.4136 3.9718 11.2937 -0.523
H 10.1066 8.7810 2.2773 0.364
C 1.3146 -3.7288 7.2600 -0.315
O 3.0373 -8.1130 -7.8189 -0.543
C -5.7045 -2.4885 6.2463 0.605
H -9.8518 -4.1260 -14.0865 0.226
C -0.3700 0.1392 -1.8921 0.726
O 4.5477 -6.6865 -8.4753 -0.312
H -6.9771 -8.7256 -13.3895 0.449
H 11.3706 12.7319 6.6928 0.301
C -7.4742 -8.8023 -0.1981 -0.579
O 5.2422 5.2739 -5.3123 -0.508
H 4.9202 -4.7683 -6.0641 0.293
C -6.0680 -1.6835 5.1735 -0.342
H -5.9408 -3.9735 5.1376 0.295
N 1.7197 6.3771 10.9586 -0.470
H 11.3667 10.5620 2.2680 0.442
O 6.3873 -2.8266 0.8167 -0.542
H -2.8165 -8.7560 -2.3393 0.254
C -5.9076 -0.2473 5.2137 -0.724
C 0.2000 5.5289 6.6362 -0.769
C 5.8393 9.2347 -6.1794 0.746
C -3.2921 -9.1319 -1.4335 -0.611
C 5.4171 8.9203 -4.8964 -0.702
H 0.6645 3.3660 14.4878 0.258
C 11.6325 11.7727 4.1209 -0.514
H -8.1510 -7.9314 -12.2342 0.304
H 5.5997 11.1737 -5.9917 0.310
O -5.8222 -3.7609 6.0662 -0.525
O -0.7329 -0.6658 -2.8887 -0.345
O 0.4369 5.3832 8.0575 -0.245
C 10.7823 11.1883 2.9421 -0.746
C -5.4012 -7.7285 -11.7133 -0.647
O -6.1819 -5.8978 -9.9848 -0.376
O 3.8127 -6.4952 -6.4695 -0.328
C -1.3291 -1.8141 -2.3144 -0.288
C 5.2957 6.5774 -5.5397 0.318
C -0.9477 -1.8033 -0.8388 -0.200
O -3.3905 -7.9115 -0.6430 -0.327
H -7.4841 2.0700 -6.0430 0.285
H 8.5572 -5.1944 2.9046 0.243
H 3.2215 4.8968 10.9269 0.413
H -0.7297 6.0836 6.5093 0.314
H 8.7294 9.7605 1.8229 0.249
H -7.1887 -9.2013 -1.1714 0.257
H -9.3322 -5.4522 -2.6635 0.243
H 2.4202 4.9017 9.4912 0.348
H 8.4451 8.2329 4.3593 0.448
C 2.2215 5.1009 10.5443 -0.905
H -9.0637 -7.5796 0.4301 0.344
C 5.2344 -5.5843 -7.9970 -0.314
C 9.2491 9.3234 2.6755 -0.591
C 0.6241 6.5743 8.7223 -0.753
H 6.7373 6.5237 4.1700 0.350
C 5.8191 6.9310 -6.7913 -0.282
H 1.6194 6.2738 11.9583 0.392
H -6.8738 -7.8171 -10.1577 0.366
H 12.5566 13.5353 5.7642 0.328
O -0.0530 1.2784 -1.9586 -0.533
H -5.4558 -9.0584 1.9203 0.371
C 0.4170 6.5874 10.3058 -0.561
C 7.3685 6.3270 3.3035 -0.771
C 8.1148 8.5491 3.3698 -0.508
H -4.2755 -9.5571 -1.6341 0.196
H 8.1578 5.5885 3.4438 0.265
H -4.9169 -2.4630 8.2524 0.397
H 0.8637 -4.5580 6.7148 0.308
O -8.3301 -6.8044 -1.4532 -0.296
H -0.0671 7.5395 10.5231 0.446
H 3.5241 -4.5367 -7.1779 0.271
C -5.1617 -1.9139 7.3552 -0.438
H 5.4228 -4.8044 -8.7348 0.292
H -4.1192 1.8027 6.5874 0.319
C -9.3403 -4.9363 -14.6060 -0.730
H 6.1660 6.1814 -7.4871 0.396
O 7.1800 -3.6502 2.8903 -0.291
H 0.5393 -3.5997 8.0151 0.225
C -5.7380 3.0170 -4.8789 -0.263
C -6.9685 -5.6226 -8.8282 -0.725
H -2.4073 -1.7707 -2.4684 0.257
H -0.0879 -2.4066 -0.5474 0.257
H -1.7966 -1.9966 -0.1830 0.233
C -8.5961 -7.8773 -0.5084 -0.660
H 10.1442 -3.8762 2.1515 0.285
H 11.9407 10.9846 4.8080 0.316
C -9.4472 -6.0957 -1.7912 -0.735
C 0.5695 3.1542 13.4228 -0.758
H -3.9243 -7.2145 1.2003 0.305
O 10.7553 12.7694 4.7891 -0.319
C 3.2972 -3.0274 8.0007 0.658
H 12.4131 12.2812 3.5551 0.402
H -5.4590 -8.8164 -11.7479 0.342
H -5.3757 4.0384 -4.7628 0.276
O -8.0418 2.5726 -2.2249 -0.567
H -5.2627 -7.7175 -9.5527 0.483
O 4.2778 -3.0014 8.6537 -0.495
H 1.5492 7.0087 8.3434 0.428
H 0.4402 3.7603 10.8511 0.414
H -2.5204 -9.8215 -1.0914 0.296
C 5.9423 8.2925 -7.1550 -0.618
C 11.4775 13.4014 5.8394 -0.801
H -5.2519 -9.8721 0.4469 0.399
H 5.4349 9.7854 -4.2501 0.358
H 7.2520 9.1922 3.5432 0.243
H -0.9448 -2.6815 -2.8510 0.250
O 6.1295 10.5365 -6.4764 -0.552
H -3.0901 -8.6663 1.3877 0.416
C 4.3258 -5.2061 -6.8660 -0.312
H -9.3558 -8.4356 -1.0554 0.441
H -8.5541 -4.4741 -15.2030 0.305
H -6.0600 -7.4605 -0.3998 0.270
C 9.3040 -3.2318 2.4100 -0.318
H 4.5055 7.3171 -3.7431 0.277
H 0.7905 -1.6559 6.7270 0.258
C 7.2897 -3.1491 1.5968 0.632
O 7.7196 7.4302 2.5398 -0.313
H -10.3125 -6.7375 -1.9569 0.296
C -7.4432 -7.7996 -13.0526 -0.570
C -7.4327 2.7762 -3.2681 0.725
C -5.9443 -7.2588 -10.2691 -0.702
C -3.8441 -8.2042 0.7505 -0.655
H -6.5723 -6.0143 -7.8914 0.302
O 2.8173 -1.9654 7.2825 -0.329
N 9.6783 10.4300 3.5927 -0.299
O 8.6060 -2.8300 1.3474 -0.271
H -6.5306 -2.2008 4.3459 0.291
C 1.5919 -2.3760 6.5620 -0.207
H 8.6133 -4.1745 4.3046 0.303
H 0.9932 2.1803 13.1780 0.312
C 8.4469 -4.1592 3.2275 -0.329
H 1.6935 -2.5315 5.4879 0.240
N -6.3806 -8.0303 0.3701 -0.378
O 1.2715 4.1423 12.6846 -0.322
H 9.6406 -2.4017 3.0312 0.288
H -7.1487 3.7658 -6.2189 0.258
H -9.8007 -5.4907 -0.9563 0.313
H 4.5207 5.0302 -4.7277 0.318
H -6.6309 -6.3372 -11.9457 0.277
H 6.6017 5.8609 2.6847 0.284
H -4.5418 -0.1000 8.3047 0.385
H 6.1989 -5.9642 -7.6602 0.259
H 8.8991 11.0594 3.7223 0.237
C -5.2207 -8.8692 0.8729 -0.626
H -7.2915 -6.5899 -14.7933 0.366
H -0.5004 3.0135 13.2698 0.299
H -4.4252 -7.2684 -11.8675 0.366
N -6.3100 -7.0422 -12.5939 -0.351
C -5.3978 0.2926 6.3909 0.344
H 6.3649 8.5790 -8.1067 0.351
H -5.1040 2.2359 -5.2984 0.277
O -0.4214 -0.5326 -0.7500 -0.357
C -8.1251 -6.9657 -14.2000 -0.682
O -6.1350 2.6228 -3.4992 -0.335
```

Calculated values
* SMILES string: Oc1ccc(O)cc1.Oc1ccc(O)cc1.COCCNCCOC.COCCNCCOC.COCCNCCOC.COCCNCCOC.O=C1OCCO1.O=C1OCCO1.O=C1OCCO1.O=C1OCCO1.O=C1OCCO1
* charge: 0
* gap between HOMO and LUMO: 8.1 eV
* 2S+1: 1